[1]
ORCA calculation (ωB97M-V with the def2-TZVPD basis set) on C7H6FO2P in the gas phase in a non-equilibrium geometry.

Calculated values
Frontier orbital gap: 9.3 eV
SMILES: FC1(P)Oc2ccccc2O1
DFT total energy: -23455.10314 eV
Max |F|: 4.07 eV Å⁻¹
Energy relative to the best compared isomer or geometry (same formula, charge and spin): 0.0 kcal per mole
HOMO energy: -8.390 eV

```
! wB97M-V def2-TZVPD RIJCOSX def2/J DEFGRID3
* xyz 0 1
C -0.14 0.63 0.07
P 3.34 -0.69 0.92
C -2.55 0.81 0.12
H -3.63 -1.13 -0.34
C -1.22 1.48 0.21
H 4.40 -0.74 -0.05
H -1.16 2.51 0.72
C -0.26 -0.71 -0.24
H -1.56 -2.34 -0.54
C -2.66 -0.59 -0.19
H 3.85 0.60 1.37
F 2.38 0.13 -1.54
C -1.48 -1.32 -0.43
O 0.95 -1.27 -0.20
H -3.42 1.47 0.24
C 2.00 0.08 -0.25
O 1.18 1.08 0.14
*
```

natural (NBO) population analysis, charges in e, atoms 1 to 4:
1 C 0.199
2 P 0.294
3 C -0.233
4 H 0.225

---

[2]
ORCA calculation (ωB97M-V with the def2-TZVPD basis set) on a molecular structure, C7H6N2O in a non-equilibrium geometry.

Calculated values
Frontier orbital gap (spin up / spin down): 7.6 / 7.6 eV
DFT total energy: -12374.41573 eV
Max |F|: 4.14 eV Å⁻¹
Energy relative to the best compared isomer or geometry (same formula, charge and spin): 206.2 kcal per mole
HOMO energy (spin up / spin down): -8.365 / -8.365 eV

```
! wB97M-V def2-TZVPD RIJCOSX def2/J DEFGRID3
* xyz 0 1
H 0.12 -2.19 0.82
N 1.58 1.24 -0.55
H 0.98 2.84 0.25
H -1.03 -2.39 -0.56
C -1.02 0.60 1.42
C 1.43 -0.16 -0.79
H 1.96 -0.36 -1.67
N 0.17 -0.88 -0.91
C 0.61 1.92 -0.03
C -0.44 -1.67 0.04
O -2.32 -0.23 -0.44
C -0.68 1.28 0.31
H -0.61 0.71 2.46
C -1.35 0.51 -0.92
C -1.56 -0.51 0.62
H 2.16 -0.71 -0.04
*
```

natural (NBO) population analysis, charges in e, atoms 1 to 4:
1 H 0.202
2 N -0.352
3 H 0.210
4 H 0.215

---

[3]
ORCA calculation (ωB97M-V with the def2-TZVPD basis set) on C7H6N2O2 in the gas phase in a non-equilibrium geometry.

Calculated values
Frontier orbital gap: 8.7 eV
SMILES: O=c1[nH]c2cccc(O)c2[nH]1
DFT total energy: -14431.57551 eV
Max |F|: 6.88 eV Å⁻¹
Energy relative to the best compared isomer or geometry (same formula, charge and spin): 12.8 kcal per mole
HOMO energy: -8.184 eV

```
! wB97M-V def2-TZVPD RIJCOSX def2/J DEFGRID3
* xyz 0 1
N -1.60 -1.05 0.05
H 2.81 -2.28 -0.04
C 1.43 0.88 0.04
N -1.08 1.05 -0.04
H -1.29 2.03 -0.11
C 0.06 0.34 -0.01
C 0.80 -1.90 0.03
C 2.14 -1.48 -0.04
H -2.10 -1.90 0.21
O -3.39 0.36 -0.02
H 3.39 0.24 -0.12
C 2.38 -0.10 -0.03
O 1.69 2.18 -0.01
H 0.69 -3.03 0.09
C -2.18 0.20 0.01
H 2.36 2.59 0.49
C -0.21 -0.95 -0.06
*
```

natural (NBO) population analysis, charges in e, atoms 1 to 4:
1 N -0.609
2 H 0.218
3 C 0.309
4 N -0.586

---

[4]
ORCA calculation (ωB97M-V with the def2-TZVPD basis set) on C7H6N2O2S in the gas phase in a non-equilibrium geometry.

Calculated values
Frontier orbital gap: 5.8 eV
DFT total energy: -25259.93352 eV
Max |F|: 3.37 eV Å⁻¹
Energy relative to the best compared isomer or geometry (same formula, charge and spin): 140.9 kcal per mole
HOMO energy: -7.208 eV

```
! wB97M-V def2-TZVPD RIJCOSX def2/J DEFGRID3
* xyz 0 1
S -1.87 -1.18 -0.06
H 3.78 0.16 -0.06
N -0.92 2.69 -0.13
C 1.79 0.89 0.07
H -1.59 3.38 0.25
C 0.90 -1.75 -0.29
N -2.79 -0.05 0.75
H 2.07 1.93 0.16
H 0.74 -2.83 -0.56
C -0.01 -0.77 -0.04
C -0.52 1.61 0.13
H 2.89 -2.28 -0.69
O -3.52 0.81 -0.08
H -4.36 0.82 0.33
O -1.84 -2.40 0.74
C 2.22 -1.45 -0.41
C 2.67 -0.14 -0.12
C 0.36 0.56 -0.01
*
```

natural (NBO) population analysis, charges in e, atoms 1 to 4:
1 S 1.348
2 H 0.232
3 N -0.539
4 C -0.127

---

[5]
ORCA calculation (ωB97M-V with the def2-TZVPD basis set) on a molecular structure, C7H6N2O3 in a non-equilibrium geometry.

Calculated values
Frontier orbital gap: 6.2 eV
DFT total energy: -16476.10873 eV
Max |F|: 5.04 eV Å⁻¹
HOMO energy: 0.069 eV

```
! wB97M-V def2-TZVPD RIJCOSX def2/J DEFGRID3
* xyz -2 1
N -0.34 -0.34 -0.50
C 1.69 -2.10 0.25
O -1.46 3.94 1.38
C 1.98 -0.81 0.08
C -0.60 -1.60 -0.26
O -2.50 0.13 0.56
C 1.01 0.19 -0.57
C -1.59 0.89 0.17
H -1.62 -2.09 -0.36
H 2.60 -2.61 0.81
H 1.06 1.21 -0.08
O -2.07 3.88 -0.76
H -0.08 -3.48 0.38
H 3.10 -0.37 0.24
C -1.63 3.41 0.29
N -1.15 2.04 0.19
C 0.44 -2.56 -0.05
H 1.17 0.28 -1.75
*
```

natural (NBO) population analysis, charges in e, atoms 1 to 4:
1 N -0.509
2 C -0.237
3 O -0.793
4 C -0.289

---

[6]
ORCA calculation (ωB97M-V with the def2-TZVPD basis set) on C7H6N4O in the gas phase in a non-equilibrium geometry.

Calculated values
Frontier orbital gap: 9.1 eV
SMILES: NC(=O)c1cn2ccncc2n1
DFT total energy: -15363.88746 eV
Max |F|: 3.23 eV Å⁻¹
Energy relative to the best compared isomer or geometry (same formula, charge and spin): 12.5 kcal per mole
HOMO energy: -9.158 eV

```
! wB97M-V def2-TZVPD RIJCOSX def2/J DEFGRID3
* xyz 0 1
H -0.48 2.86 1.40
N -0.08 0.98 0.36
H -0.06 -2.98 -0.65
N 0.32 -0.96 -0.60
H -1.41 -4.12 -0.80
H 1.76 3.68 0.79
C -1.77 -2.08 -0.31
O -2.95 -2.12 0.00
H 2.94 0.06 -0.78
C 1.42 2.72 0.50
C -1.26 0.32 0.26
C -0.96 -0.90 -0.31
H -2.16 0.61 0.70
C 0.26 2.22 0.87
C 2.19 0.73 -0.44
N -1.04 -3.19 -0.66
N 2.47 1.93 0.02
C 0.82 0.23 -0.33
*
```

natural (NBO) population analysis, charges in e, atoms 1 to 4:
1 H 0.233
2 N -0.293
3 H 0.413
4 N -0.452